Entry 1:
An isolated molecule of C3H8N4 in a non-equilibrium geometry. Source: the Open Molecules 2025 dataset; level of theory: ωB97M-V with the def2-TZVPD basis set.

Structure (XYZ):
```
15
Properties=species:S:1:pos:R:3:forces:R:3
C -0.676027 -0.207092 0.747355 -1.47 1.61 2.28
C 0.877867 -0.119037 0.417669 -1.37 1.45 -1.64
C 0.287649 0.464493 -2.083588 4.17 0.55 0.09
H -1.203385 -1.950464 2.030762 1.12 3.29 0.43
H -1.634689 -0.407829 2.725493 1.63 -1.04 -1.38
H -1.437082 -0.455847 -0.124929 2.15 -0.31 1.82
H -1.077773 0.936973 0.953199 1.53 -2.60 -0.56
H 1.712348 -0.184008 2.103520 -0.20 0.42 0.21
H 2.176320 0.390721 -1.034043 -3.71 -1.51 -0.62
H 0.909273 0.834747 -2.957915 -0.33 -0.72 1.01
H -1.168034 0.915413 -2.994523 -0.74 0.24 -0.49
N -0.834593 -0.893967 2.188026 -2.35 -1.34 -1.88
N 1.915055 0.114905 1.152137 -1.92 -1.50 -1.19
N 1.086042 0.000060 -1.033786 4.46 1.57 1.77
N -0.932972 0.560930 -2.089376 -2.96 -0.11 0.15
```
Positions in Å, forces in eV/Å.

For the calculated total energy, the calculation gives -9198.7189 eV. For the orbital gap, the calculation gives 10.15 eV. As for the multiplicity: 1. The structure (SMILES) is [H]/N=C/N/C(CN)=N/[H].

=====

Entry 2:
An isolated molecule of C3H5NO2S2 in a non-equilibrium geometry. Source: the Open Molecules 2025 dataset; level of theory: ωB97M-V with the def2-TZVPD basis set.

Structure (XYZ):
```
13
Properties=species:S:1:pos:R:3:forces:R:3
C -0.023603 -1.519238 -0.199619 -1.42 -1.44 -1.06
C -0.118718 -0.036634 -0.022024 0.90 0.53 1.92
C 0.203557 0.881570 -1.104792 0.63 0.47 -2.01
H 0.298652 -2.344088 1.724805 2.93 1.42 -4.52
H 0.284034 -1.673132 -1.320928 -0.17 -0.15 2.43
H -1.080257 -2.030978 -0.092829 1.89 1.02 -0.13
H -1.460434 0.857509 3.197111 1.51 -1.39 -1.59
H 0.328008 2.251400 0.223423 0.32 -0.53 -1.38
N -0.204321 0.582164 1.111689 -1.08 0.51 -1.23
O 0.922767 -2.034640 0.769036 -3.50 -1.34 3.38
O 0.514839 2.137332 -0.766428 -0.71 -0.44 0.81
S -0.734398 -0.193082 2.445786 -1.32 0.39 2.45
S 0.183897 0.323608 -2.669265 0.03 0.95 0.92
```
Positions in Å, forces in eV/Å.

For the calculated total energy, the calculation gives -30444.7043 eV. For the orbital gap, the calculation gives 7.84 eV. As for the multiplicity: 1. The structure (SMILES) is OC/C(=N\S)C(O)=S.

=====

Entry 3:
A 2-piece molecular cluster, C6H15NO overall in a non-equilibrium geometry. Source: the Open Molecules 2025 dataset; level of theory: ωB97M-V with the def2-TZVPD basis set.

Structure (XYZ):
```
23
Properties=species:S:1:pos:R:3:forces:R:3
C -0.846094 0.552053 0.753188 0.83 -2.25 0.37
N -0.001226 -0.790751 0.801114 0.45 1.79 -1.28
C 1.482368 -0.482298 0.737687 -1.26 -0.84 -3.04
C 2.060806 0.274896 1.853658 -1.79 2.71 0.02
C -0.545307 -1.717890 -0.276261 -1.65 2.89 1.61
C -1.918918 -1.086228 -0.736724 2.42 0.93 -3.07
C -1.870069 0.387619 -0.367500 0.74 0.92 -0.36
H -1.307028 0.506024 1.741738 -0.08 0.82 -0.11
H -0.161593 1.402575 0.605288 -0.41 -0.24 0.24
H 1.828489 0.149850 -0.143514 -1.29 -0.52 0.11
H 1.980752 -1.414910 0.469215 0.11 -0.27 0.64
H 2.352778 -0.252151 2.671769 1.51 -2.00 2.08
H 1.226009 0.867525 2.369665 1.20 0.00 -1.18
H 2.857020 0.895851 1.399630 -0.35 -0.03 1.06
H -0.657948 -2.663100 0.144372 -0.67 -1.64 1.06
H 0.050253 -1.918641 -1.088682 1.96 0.37 -2.06
H -2.710844 -1.652094 -0.385544 -1.73 -0.77 0.90
H -2.006190 -1.008314 -1.898483 0.18 -1.00 1.90
H -2.822427 0.857120 -0.219138 -0.84 -0.21 1.01
H -1.592689 1.017846 -1.232447 0.68 -0.67 0.10
H 0.525236 2.825602 -2.063240 0.60 0.19 0.53
H 1.824047 1.940138 -1.785273 2.75 0.30 2.17
O 1.055750 2.051628 -2.247180 -3.38 -0.48 -2.71
```
Positions in Å, forces in eV/Å.

For the calculated total energy, the calculation gives -10000.7069 eV. For the orbital gap, the calculation gives 9.04 eV. As for the multiplicity: 1. The structure (SMILES) is CCN1CCCC1.O.